Here is C4H9NS as an isolated structure in a non-equilibrium geometry from OMol25. Energies are from the ωB97M-V functional and the def2-TZVPD basis.

Structure (XYZ):
```
15
Properties=species:S:1:pos:R:3:mulliken_charge:R:1
C -0.44 -0.43 -0.61 -0.109
C -0.27 -0.60 0.96 -0.562
C 0.44 0.76 1.05 0.001
C 0.70 0.70 -0.56 -0.664
H 0.83 -1.97 -1.44 0.197
H -0.67 -2.09 -2.18 0.210
H -1.35 -0.20 -0.98 0.421
H 0.16 -1.74 1.11 0.260
H -1.21 -0.64 1.63 0.209
H 1.35 0.97 1.81 0.320
H -1.11 2.44 1.99 0.096
H 1.62 0.03 -0.95 0.215
H 0.54 1.97 -0.93 0.259
N -0.01 -1.43 -1.70 -0.578
S -0.57 2.22 0.82 -0.276
```

Properties
Highest occupied orbital energy: -9.00 eV
Total energy: -16615.3762 eV
Relative energy (zero: lowest compared OMol25 entry of this formula, charge and spin): 94.0 kcal per mole
Frontier orbital gap: 9.91 eV
M: 103.19 g/mol
Max |F|: 4.5 eV/Å